Entry from the OMol25 dataset: a molecular structure, C36H50CsGeN7O5 (ωB97M-V/def2-TZVPD).

The geometry in XYZ format:
```
100
Properties=species:S:1:pos:R:3:lowdin_charge:R:1
Cs 0.4987 -0.7340 0.4426 0.94
C -1.3855 4.4933 1.3320 -0.08
O 0.0399 4.5142 1.5095 -0.01
C 0.4340 3.2177 1.3694 -0.30
N -0.4561 2.3209 1.3121 0.16
C -1.7443 3.0057 1.5021 -0.25
C -2.8628 2.5903 0.5769 -0.20
C -4.0713 3.2856 0.6686 -0.06
C -5.1206 3.0049 -0.1899 -0.10
C -4.9782 2.0133 -1.1554 -0.10
C -3.7865 1.3124 -1.2407 -0.07
C -2.7299 1.5933 -0.3780 -0.05
C 1.9098 3.0495 1.3289 -0.17
C 2.7114 4.1812 1.2030 0.02
C 4.0842 4.0199 1.1967 -0.03
C 4.6061 2.7452 1.3129 0.02
C 3.7205 1.6788 1.4137 -0.20
N 2.3983 1.8178 1.4290 0.17
C 4.2561 0.2964 1.4639 -0.33
N 3.6060 -0.7654 1.2462 0.12
C 4.5578 -1.8835 1.3199 -0.24
C 5.8913 -1.2022 1.7173 -0.06
O 5.5821 0.2070 1.7280 0.00
C 4.6616 -2.6497 0.0213 -0.19
C 4.6094 -1.9950 -1.2041 -0.02
C 4.7902 -2.7032 -2.3825 -0.07
C 5.0242 -4.0709 -2.3463 -0.10
C 5.0622 -4.7314 -1.1277 -0.08
C 4.8788 -4.0214 0.0499 -0.03
H -1.6155 4.8439 0.3238 0.14
H -1.8335 5.1559 2.0683 0.13
H -2.0577 2.8060 2.5355 0.14
H -4.1890 4.0617 1.4184 0.12
H -6.0458 3.5623 -0.1122 0.10
H -5.7896 1.7995 -1.8395 0.10
H -3.6501 0.5482 -1.9962 0.11
H -1.8097 1.0336 -0.4949 0.04
H 2.2559 5.1552 1.1137 0.12
H 4.7380 4.8760 1.0982 0.11
H 5.6700 2.5624 1.3112 0.12
H 4.2245 -2.5703 2.1003 0.14
H 6.6839 -1.3722 0.9912 0.13
H 6.2355 -1.4788 2.7129 0.13
H 4.4132 -0.9304 -1.2427 0.10
H 4.7352 -2.1848 -3.3309 0.10
H 5.1646 -4.6218 -3.2678 0.10
H 5.2274 -5.8007 -1.0925 0.10
H 4.8974 -4.5407 1.0017 0.11
N -3.0538 -2.9274 0.1314 0.07
C -3.6099 -1.8605 0.9676 -0.33
C -5.1126 -2.0163 1.2202 -0.15
C -5.7456 -1.1020 2.2753 -0.17
C -5.3530 0.3790 2.1965 -0.14
N -4.0468 0.6693 2.7957 0.11
C -3.7759 0.5219 4.0889 -0.45
N -4.7645 0.6074 5.0015 0.21
N -2.5124 0.3681 4.4687 0.21
C -2.7812 -1.8365 2.2636 -0.66
O -3.1018 -2.5948 3.1826 0.03
O -1.8381 -0.9728 2.2866 -0.24
H -3.5949 -3.0258 -0.7211 0.08
H -3.1184 -3.8080 0.6327 0.09
H -3.4253 -0.9196 0.4426 0.11
H -5.2989 -3.0506 1.5182 0.12
H -5.6207 -1.8602 0.2616 0.12
H -5.4927 -1.4859 3.2664 0.10
H -6.8325 -1.1683 2.1775 0.11
H -6.1057 1.0123 2.6738 0.12
H -5.2924 0.7227 1.1631 0.10
H -3.2325 0.5446 2.1964 0.11
H -5.7173 0.6295 4.6856 0.10
H -4.6053 0.2256 5.9167 0.12
H -1.9291 -0.1461 3.7567 0.09
H -2.3344 0.1904 5.4425 0.12
C 1.3590 -4.1736 -3.3669 -0.01
C 0.7655 -3.3773 -2.2354 -0.51
C -0.4903 -2.5994 -2.5155 -0.05
O 1.2877 -3.3587 -1.1382 -0.03
H 0.6294 -4.9074 -3.7177 0.09
H 2.2693 -4.6695 -3.0410 0.07
H 1.5727 -3.5040 -4.2032 0.08
H -0.9310 -2.8590 -3.4777 0.08
H -0.2594 -1.5217 -2.5141 0.03
H -1.2080 -2.7740 -1.7111 0.06
C 1.8227 2.4824 -4.7102 -0.25
Ge 1.6035 1.1674 -3.2354 0.65
C 2.1278 -0.5611 -4.0544 -0.23
C 3.0799 1.5972 -1.9831 -0.22
C -0.0384 1.0208 -2.2917 -0.44
H 2.8243 2.4389 -5.1464 0.00
H 1.6496 3.4949 -4.3394 0.00
H 1.0943 2.2878 -5.5002 0.00
H 3.0261 -0.4631 -4.6693 0.01
H 1.3220 -0.9421 -4.6870 0.01
H 2.3245 -1.2956 -3.2700 -0.01
H 4.0505 1.5672 -2.4853 0.02
H 3.0913 0.8783 -1.1612 -0.03
H 2.9483 2.5955 -1.5564 0.01
H -0.8830 0.9430 -2.9918 -0.08
H -0.1847 1.9415 -1.7061 -0.09
```

Calculated values
* Kohn-Sham gap: 5.1407 eV
* highest occupied orbital energy: -5.17 eV